# 1
Below is C33H48BN7O5S3V as an isolated structure, with properties calculated with ωB97M-V/def2-TZVPD.

Element x y z (Å)
V (0.002, 1.661, -1.734)
O (-1.003, 1.677, -4.910)
C (-0.708, 3.055, -5.035)
C (-0.929, 3.865, -3.766)
N (0.073, 3.734, -2.674)
C (1.456, 3.855, -3.135)
C (1.955, 2.506, -3.637)
O (2.871, 2.402, -4.413)
O (1.301, 1.475, -3.122)
C (-0.295, 4.661, -1.598)
C (-1.371, 4.014, -0.717)
O (-2.176, 4.684, -0.110)
O (-1.296, 2.716, -0.690)
H (-0.231, 1.207, -4.576)
H (-1.417, 3.453, -5.764)
H (0.291, 3.222, -5.450)
H (-1.902, 3.596, -3.349)
H (-0.970, 4.924, -4.054)
H (2.089, 4.124, -2.286)
H (1.596, 4.615, -3.908)
H (-0.646, 5.623, -1.975)
H (0.572, 4.831, -0.958)
C (-0.291, -4.437, -2.635)
C (0.366, -3.199, -2.123)
C (1.640, -2.883, -2.437)
C (2.250, -1.719, -1.890)
N (1.545, -0.873, -1.213)
N (0.237, -1.136, -0.943)
B (-0.305, 0.115, -0.209)
N (-1.811, 0.128, 0.081)
N (-2.208, 0.068, 1.350)
C (-3.484, -0.031, 1.594)
C (-4.426, -0.113, 0.541)
C (-4.023, -0.008, -0.753)
C (-4.957, -0.067, -1.915)
C (-2.633, 0.184, -0.969)
S (-1.985, 0.509, -2.530)
C (-3.918, -0.087, 3.049)
C (-4.996, 0.974, 3.302)
C (-2.732, 0.172, 3.976)
C (-4.485, -1.486, 3.326)
N (0.553, 0.239, 1.075)
N (0.451, -0.813, 1.897)
C (1.217, -0.866, 2.946)
C (2.140, 0.177, 3.224)
C (2.275, 1.225, 2.372)
C (3.254, 2.333, 2.582)
C (1.446, 1.217, 1.207)
S (1.594, 2.398, -0.013)
C (1.113, -2.093, 3.836)
C (0.038, -3.047, 3.320)
C (0.768, -1.652, 5.265)
C (2.470, -2.811, 3.833)
C (-0.368, -2.332, -1.215)
S (-1.778, -2.854, -0.488)
C (3.742, -1.473, -2.043)
C (4.174, -0.195, -1.328)
C (4.478, -2.666, -1.418)
C (4.098, -1.369, -3.532)
H (-0.505, -5.123, -1.814)
H (0.346, -4.931, -3.368)
H (-1.254, -4.192, -3.085)
H (2.217, -3.536, -3.080)
H (-5.477, -0.242, 0.768)
H (-5.977, -0.247, -1.581)
H (-4.657, -0.866, -2.596)
H (-4.922, 0.865, -2.480)
H (-4.622, 1.973, 3.068)
H (-5.288, 0.956, 4.354)
H (-5.894, 0.798, 2.708)
H (-2.309, 1.163, 3.807)
H (-1.940, -0.557, 3.811)
H (-3.066, 0.106, 5.013)
H (-5.341, -1.708, 2.686)
H (-4.815, -1.556, 4.364)
H (-3.726, -2.251, 3.150)
H (2.758, 0.124, 4.112)
H (3.777, 2.211, 3.529)
H (2.747, 3.299, 2.571)
H (3.982, 2.351, 1.769)
H (-0.943, -2.572, 3.300)
H (-0.008, -3.920, 3.974)
H (0.248, -3.380, 2.303)
H (-0.189, -1.130, 5.294)
H (1.530, -0.993, 5.686)
H (0.697, -2.529, 5.911)
H (2.736, -3.131, 2.824)
H (2.420, -3.697, 4.469)
H (3.271, -2.174, 4.212)
H (3.946, -0.240, -0.261)
H (3.671, 0.675, -1.738)
H (5.251, -0.066, -1.449)
H (4.248, -2.751, -0.354)
H (5.556, -2.531, -1.526)
H (4.210, -3.608, -1.901)
H (3.581, -0.531, -3.998)
H (3.856, -2.285, -4.076)
H (5.171, -1.199, -3.636)

Its multiplicity is 2. As for the expectation value of S²: 0.7974. For the LUMO energy (spin up / spin down), the calculation gives -0.3 / -0.2 eV. For the HOMO-LUMO gap (spin up / spin down), the calculation gives 7.35 / 7.38 eV. The relative energy (zero: lowest compared OMol25 entry of this formula, charge and spin) is 0.00 kcal per mole.

# 2
Below is a 12-piece molecular cluster, C33H48FN11O5 overall in a non-equilibrium geometry, with properties calculated with ωB97M-V/def2-TZVPD.

Element x y z (Å)
C (7.590, 3.527, -0.720)
C (7.850, 2.186, -0.303)
C (8.283, 0.598, -0.005)
O (9.775, 0.749, 0.029)
C (10.028, 1.147, -1.396)
O (11.127, 1.848, -1.730)
O (8.899, 0.699, -2.277)
C (7.935, -0.095, -1.448)
O (6.568, 0.345, -1.767)
C (5.549, -0.626, -1.340)
C (4.131, 0.029, -0.838)
O (3.308, 0.572, -1.969)
C (3.763, 1.965, -2.269)
C (4.210, 2.024, -3.847)
C (8.414, -1.628, -1.773)
C (8.713, -1.844, -3.405)
F (9.703, -2.018, -1.100)
H (7.731, 4.691, -0.868)
H (7.770, 0.179, 0.982)
H (5.291, -1.278, -2.306)
H (5.910, -1.390, -0.524)
H (3.481, -0.877, -0.413)
H (4.229, 0.794, 0.051)
H (2.924, 2.760, -2.075)
H (4.683, 2.243, -1.589)
H (3.528, 2.721, -4.500)
H (5.345, 2.347, -4.003)
H (4.146, 0.914, -4.259)
H (7.643, -2.463, -1.487)
H (9.802, -1.416, -3.604)
H (8.747, -3.019, -3.613)
H (7.913, -1.323, -4.082)
C (0.102, 4.161, -0.111)
C (1.598, 4.429, -0.139)
N (2.839, 4.652, -0.163)
H (-0.083, 3.102, 0.090)
H (-0.369, 4.759, 0.673)
H (-0.342, 4.423, -1.075)
C (0.498, -0.122, -1.229)
C (-0.841, 0.583, -1.383)
N (-1.951, 1.167, -1.510)
H (0.740, -0.665, -2.147)
H (1.284, 0.612, -1.031)
H (0.453, -0.830, -0.397)
C (-4.962, 0.478, -0.135)
C (-5.503, 0.245, 1.266)
N (-5.951, 0.052, 2.429)
H (-4.035, 1.056, -0.086)
H (-4.760, -0.480, -0.621)
H (-5.695, 1.031, -0.730)
C (-8.591, -1.779, 1.317)
C (-8.477, -1.986, -0.184)
N (-8.381, -2.158, -1.430)
H (-7.595, -1.757, 1.768)
H (-9.097, -0.832, 1.526)
H (-9.166, -2.595, 1.764)
C (-7.725, -0.611, 5.388)
C (-8.989, -0.972, 4.625)
N (-10.037, -1.271, 3.991)
H (-7.807, -0.948, 6.425)
H (-6.859, -1.093, 4.925)
H (-7.579, 0.472, 5.376)
C (6.557, -4.675, 1.622)
C (5.714, -3.625, 0.918)
N (5.014, -2.753, 0.333)
H (6.056, -5.646, 1.578)
H (7.533, -4.756, 1.137)
H (6.702, -4.396, 2.669)
C (13.541, 1.950, 0.821)
C (15.036, 2.219, 0.793)
N (16.277, 2.442, 0.769)
H (13.356, 0.892, 1.022)
H (13.069, 2.549, 1.606)
H (13.096, 2.213, -0.143)
C (-5.059, -3.077, -2.479)
C (-3.564, -2.808, -2.507)
N (-2.323, -2.585, -2.531)
H (-5.244, -4.136, -2.278)
H (-5.531, -2.478, -1.694)
H (-5.504, -2.814, -3.443)
C (-5.063, -4.071, 6.142)
C (-5.277, -2.630, 6.577)
N (-5.454, -1.435, 6.939)
H (-4.062, -4.403, 6.432)
H (-5.805, -4.718, 6.617)
H (-5.163, -4.151, 5.056)
C (-11.359, 1.110, 0.088)
C (-9.864, 1.379, 0.059)
N (-8.623, 1.602, 0.035)
H (-11.544, 0.052, 0.288)
H (-11.831, 1.709, 0.872)
H (-11.804, 1.373, -0.876)
C (-14.586, 3.087, -1.698)
C (-14.141, 2.925, -0.254)
N (-13.771, 2.791, 0.944)
H (-15.614, 3.457, -1.732)
H (-13.934, 3.798, -2.212)
H (-14.538, 2.123, -2.213)

For the LUMO energy, the calculation gives 0.0 eV. Its SMILES is C#C[C@@H]1OC(=O)O[C@@]1(OCCOCC)[C@@H](C)F.CC#N.CC#N.CC#N.CC#N.CC#N.CC#N.CC#N.CC#N.CC#N.CC#N.CC#N. For the HOMO-LUMO gap, the calculation gives 9.67 eV.

# 3
Below is C33H48N9PPrS as an isolated structure in a non-equilibrium geometry, with properties calculated with ωB97M-V/def2-TZVPD.

Element x y z (Å)
Pr (-4.656, -10.381, 17.839)
N (-6.966, -10.953, 16.577)
C (-7.608, -12.255, 16.689)
C (-8.996, -12.358, 16.594)
C (-9.591, -13.652, 16.558)
C (-8.823, -14.812, 16.720)
C (-7.479, -14.708, 16.843)
C (-6.842, -13.439, 16.886)
P (-5.037, -13.245, 17.000)
C (-4.705, -13.226, 18.807)
C (-3.385, -13.492, 19.211)
C (-2.959, -13.237, 20.492)
C (-3.902, -12.834, 21.448)
C (-5.181, -12.599, 21.079)
C (-5.606, -12.817, 19.767)
C (-4.133, -14.555, 16.247)
C (-3.588, -14.426, 14.982)
C (-3.042, -15.508, 14.387)
C (-2.895, -16.692, 15.106)
C (-3.313, -16.799, 16.391)
C (-3.892, -15.734, 17.034)
H (-7.681, -10.302, 16.715)
H (-6.692, -10.848, 15.591)
H (-9.596, -11.457, 16.476)
H (-10.664, -13.714, 16.435)
H (-9.333, -15.709, 16.587)
H (-6.928, -15.625, 17.113)
H (-2.714, -13.848, 18.496)
H (-1.945, -13.346, 20.674)
H (-3.612, -12.629, 22.508)
H (-5.890, -12.260, 21.835)
H (-6.679, -12.741, 19.480)
H (-3.629, -13.463, 14.365)
H (-2.727, -15.390, 13.383)
H (-2.384, -17.503, 14.645)
H (-3.215, -17.755, 16.913)
H (-4.478, -15.797, 17.968)
C (0.439, -12.364, 18.233)
N (-0.222, -11.915, 16.973)
C (0.425, -12.352, 15.744)
C (-0.751, -12.237, 14.710)
N (-1.816, -11.656, 15.463)
C (-2.771, -10.851, 14.853)
C (-1.425, -11.413, 16.756)
N (-2.214, -10.796, 17.637)
C (-1.628, -10.156, 18.767)
C (-2.494, -8.976, 19.294)
N (-3.755, -9.352, 19.866)
C (-4.165, -8.769, 20.968)
N (-5.522, -8.870, 21.268)
C (-6.559, -9.174, 20.354)
C (-5.758, -8.175, 22.562)
C (-4.354, -8.096, 23.171)
N (-3.504, -8.210, 21.964)
C (-2.044, -8.276, 22.333)
H (0.965, -11.490, 18.617)
H (1.190, -13.126, 18.067)
H (-0.278, -12.797, 19.003)
H (0.797, -13.379, 15.860)
H (1.111, -11.562, 15.442)
H (-0.938, -13.226, 14.240)
H (-0.468, -11.512, 13.901)
H (-3.743, -10.969, 15.372)
H (-2.813, -10.914, 13.770)
H (-2.580, -9.751, 14.941)
H (-0.672, -9.626, 18.542)
H (-1.356, -10.888, 19.638)
H (-2.711, -8.420, 18.350)
H (-1.917, -8.266, 19.890)
H (-6.968, -10.174, 20.326)
H (-6.311, -8.895, 19.343)
H (-7.422, -8.511, 20.564)
H (-6.427, -8.721, 23.186)
H (-6.250, -7.194, 22.499)
H (-3.966, -8.941, 23.782)
H (-4.154, -7.167, 23.696)
H (-1.386, -7.509, 21.977)
H (-1.628, -9.233, 21.945)
H (-1.998, -8.266, 23.419)
C (-4.000, -4.460, 15.801)
N (-4.209, -5.921, 16.067)
C (-5.409, -6.518, 16.093)
S (-5.607, -8.200, 16.260)
N (-6.462, -5.788, 15.823)
C (-7.880, -6.179, 15.672)
H (-2.986, -4.142, 16.165)
H (-4.740, -3.862, 16.351)
H (-3.999, -4.215, 14.722)
H (-3.409, -6.469, 16.220)
H (-6.339, -4.786, 15.710)
H (-8.495, -5.425, 16.123)
H (-7.978, -7.211, 15.949)
H (-8.096, -6.308, 14.611)

Its multiplicity is 3. As for the expectation value of S²: 2.0026. For the LUMO energy (spin up / spin down), the calculation gives -8.1 / -7.3 eV. For the HOMO-LUMO gap (spin up / spin down), the calculation gives 7.50 / 8.35 eV. As for the total charge: +3. The relative energy (zero: lowest compared OMol25 entry of this formula, charge and spin) is 32.05 kcal per mole.

# 4
Below is C33H49BBrCl8IrN6Si2 as an isolated structure, with properties calculated with ωB97M-V/def2-TZVPD.

Element x y z (Å)
Ir (-0.490, 2.867, -0.103)
C (0.036, 6.479, -0.498)
C (0.833, 5.460, -1.223)
C (1.867, 5.731, -2.102)
C (2.363, 4.507, -2.521)
C (3.478, 4.230, -3.469)
N (1.657, 3.547, -1.915)
N (0.703, 4.116, -1.117)
B (1.874, 2.024, -1.967)
N (2.219, 1.525, -0.567)
N (1.330, 1.703, 0.446)
C (1.849, 1.110, 1.530)
C (1.200, 0.995, 2.868)
C (3.084, 0.553, 1.197)
C (3.285, 0.830, -0.139)
C (4.429, 0.461, -1.021)
N (0.559, 1.371, -2.424)
N (-0.615, 1.657, -1.786)
C (-1.570, 0.877, -2.361)
C (-2.998, 0.857, -1.963)
C (-0.998, 0.134, -3.371)
C (0.355, 0.461, -3.377)
C (1.439, -0.076, -4.243)
H (0.654, 7.364, -0.355)
H (-0.842, 6.774, -1.071)
H (-0.284, 6.133, 0.476)
H (2.217, 6.706, -2.392)
H (3.888, 5.170, -3.827)
H (4.275, 3.664, -2.987)
H (3.130, 3.655, -4.327)
H (2.745, 1.767, -2.734)
H (0.203, 0.561, 2.791)
H (1.799, 0.327, 3.486)
H (1.137, 1.952, 3.385)
H (3.738, 0.005, 1.854)
H (5.179, -0.069, -0.438)
H (4.110, -0.188, -1.836)
H (4.897, 1.343, -1.459)
H (-3.127, 0.789, -0.885)
H (-3.514, 1.752, -2.308)
H (-3.480, -0.007, -2.415)
H (-1.496, -0.571, -4.014)
H (1.026, -0.808, -4.932)
H (1.914, 0.717, -4.820)
H (2.209, -0.561, -3.643)
Cl (-1.943, 1.567, 1.439)
C (-1.308, 2.825, 2.500)
C (-0.368, 3.561, 1.804)
C (0.455, 4.378, 2.566)
Cl (1.856, 5.095, 1.870)
C (0.193, 4.554, 3.932)
Cl (1.158, 5.627, 4.854)
C (-0.833, 3.839, 4.564)
Cl (-1.145, 4.052, 6.230)
C (-1.579, 2.902, 3.842)
Cl (-2.738, 1.875, 4.564)
C (-0.875, -2.771, 3.301)
C (-0.055, -3.561, 2.269)
C (-0.081, -5.047, 2.666)
C (1.390, -3.050, 2.389)
Si (-0.773, -3.322, 0.506)
Br (-0.129, -1.207, -0.064)
C (-2.691, -3.264, 0.439)
C (-3.267, -1.990, 1.079)
C (-3.292, -4.485, 1.155)
C (-3.186, -3.266, -1.015)
C (0.024, -4.436, -0.835)
C (1.535, -4.577, -0.595)
C (-0.134, -3.858, -2.251)
C (-0.599, -5.842, -0.808)
H (-0.391, -2.861, 4.278)
H (-1.892, -3.146, 3.409)
H (-0.922, -1.707, 3.053)
H (0.250, -5.145, 3.704)
H (0.592, -5.648, 2.054)
H (-1.079, -5.484, 2.600)
H (1.726, -3.205, 3.420)
H (1.460, -1.984, 2.169)
H (2.087, -3.572, 1.738)
H (-2.983, -1.856, 2.120)
H (-4.360, -2.043, 1.039)
H (-2.959, -1.103, 0.524)
H (-3.101, -4.470, 2.229)
H (-2.918, -5.431, 0.760)
H (-4.378, -4.482, 1.019)
H (-2.754, -2.442, -1.589)
H (-4.274, -3.140, -1.017)
H (-2.969, -4.199, -1.534)
H (2.034, -3.606, -0.562)
H (1.970, -5.146, -1.422)
H (1.766, -5.117, 0.323)
H (0.351, -2.885, -2.343)
H (-1.171, -3.750, -2.559)
H (0.348, -4.541, -2.958)
H (-0.522, -6.317, 0.171)
H (-0.071, -6.481, -1.522)
H (-1.650, -5.836, -1.098)
Cl (-2.525, 4.950, -2.289)
Si (-2.492, 4.199, -0.377)
Cl (-4.302, 3.238, -0.157)
Cl (-2.754, 5.716, 0.992)

Its multiplicity is 2. As for the expectation value of S²: 0.7590. For the LUMO energy (spin up / spin down), the calculation gives -3.0 / -6.2 eV. For the HOMO-LUMO gap (spin up / spin down), the calculation gives 8.62 / 5.44 eV. As for the total charge: +1. The relative energy (zero: lowest compared OMol25 entry of this formula, charge and spin) is 0.00 kcal per mole.

# 5
Below is C33H49Cl2F3GeN7O5SSi3Sr as an isolated structure, with properties calculated with ωB97M-V/def2-TZVPD.

Element x y z (Å)
Sr (-0.232, 1.611, -0.430)
C (0.511, 1.391, -5.313)
N (0.846, 0.191, -4.568)
C (0.020, -0.957, -4.930)
C (1.227, 0.371, -3.241)
N (1.318, 1.461, -2.602)
N (1.672, -0.838, -2.675)
C (1.913, -1.142, -1.357)
N (2.554, -2.383, -1.231)
N (1.614, -0.387, -0.374)
H (0.583, 1.167, -6.378)
H (1.192, 2.201, -5.064)
H (-0.513, 1.721, -5.096)
H (0.444, -1.490, -5.787)
H (-0.986, -0.619, -5.193)
H (-0.098, -1.631, -4.090)
H (1.041, 2.284, -3.134)
H (2.044, -1.484, -3.348)
H (2.200, -3.086, -1.865)
H (2.516, -2.724, -0.282)
H (1.800, -0.857, 0.505)
O (-3.678, 5.470, 3.544)
C (-3.008, 4.803, 2.780)
C (-3.301, 4.543, 1.319)
O (-4.209, 5.033, 0.671)
C (-2.282, 3.575, 0.859)
C (-1.430, 3.238, 1.957)
O (-0.488, 2.366, 1.900)
C (-1.750, 4.052, 3.117)
O (-1.139, 4.103, 4.185)
O (-2.178, 3.099, -0.307)
C (-3.452, 1.128, 3.654)
Si (-1.994, 0.232, 4.436)
C (-2.675, -1.248, 5.406)
C (-1.110, 1.343, 5.657)
Ge (-0.496, -0.600, 2.776)
Si (-1.305, -2.682, 1.925)
C (-3.096, -2.501, 1.400)
C (-1.181, -4.025, 3.257)
C (-0.300, -3.331, 0.475)
Si (1.654, -0.752, 3.797)
C (2.306, 0.964, 4.179)
C (2.953, -1.692, 2.789)
C (1.471, -1.738, 5.404)
H (-3.494, 2.163, 3.996)
H (-4.391, 0.642, 3.926)
H (-3.384, 1.150, 2.566)
H (-3.232, -0.883, 6.274)
H (-1.882, -1.905, 5.765)
H (-3.359, -1.840, 4.794)
H (-1.793, 1.595, 6.474)
H (-0.811, 2.274, 5.169)
H (-0.230, 0.865, 6.089)
H (-3.725, -2.190, 2.235)
H (-3.481, -3.447, 1.009)
H (-3.170, -1.752, 0.609)
H (-1.776, -3.784, 4.137)
H (-0.146, -4.165, 3.571)
H (-1.541, -4.977, 2.852)
H (-0.226, -2.573, -0.304)
H (-0.792, -4.214, 0.058)
H (0.698, -3.628, 0.810)
H (2.933, 1.322, 3.362)
H (2.900, 0.971, 5.097)
H (1.488, 1.677, 4.289)
H (3.283, -1.128, 1.915)
H (2.585, -2.670, 2.470)
H (3.838, -1.857, 3.411)
H (0.812, -1.225, 6.105)
H (2.448, -1.857, 5.883)
H (1.057, -2.730, 5.219)
Cl (2.711, 2.432, 0.701)
C (2.362, 3.959, 1.531)
Cl (3.662, 4.395, 2.664)
H (1.445, 3.818, 2.095)
H (2.285, 4.724, 0.763)
F (-3.452, -6.369, -5.955)
C (-3.721, -6.363, -4.624)
F (-5.052, -6.557, -4.518)
F (-3.127, -7.470, -4.126)
C (-3.265, -5.112, -3.950)
C (-4.120, -4.019, -3.848)
C (-3.682, -2.847, -3.264)
C (-2.374, -2.725, -2.767)
C (-1.529, -3.841, -2.884)
C (-1.966, -5.015, -3.467)
C (-1.925, -1.520, -2.164)
C (-1.538, -0.478, -1.641)
H (-5.134, -4.091, -4.220)
H (-4.346, -1.998, -3.176)
H (-0.524, -3.771, -2.488)
H (-1.300, -5.866, -3.537)
C (6.202, 5.792, -3.075)
C (4.927, 5.093, -3.464)
C (4.850, 4.354, -4.645)
C (3.633, 3.744, -4.878)
N (2.591, 3.843, -4.075)
C (2.732, 4.588, -2.942)
S (1.414, 4.782, -1.881)
N (3.910, 5.209, -2.638)
H (6.489, 6.524, -3.834)
H (7.022, 5.076, -2.981)
H (6.059, 6.299, -2.124)
H (5.685, 4.257, -5.325)
H (3.490, 3.135, -5.772)

Its multiplicity is 2. As for the expectation value of S²: 0.7537. For the LUMO energy (spin up / spin down), the calculation gives 3.5 / 3.3 eV. For the HOMO-LUMO gap (spin up / spin down), the calculation gives 5.51 / 5.33 eV. As for the total charge: -2. The relative energy (zero: lowest compared OMol25 entry of this formula, charge and spin) is 20.68 kcal per mole.